No. 1
# C6H13NS

C6H13NS in the gas phase (the ωB97M-V functional and the def2-TZVPD basis, the Open Molecules 2025 dataset).

## Properties
- SMILES: C[C@H]1C[C@](C)(CS)N1
- Highest occupied orbital energy: -8.6 eV
- LUMO level: 0.85 eV
- Energy relative to the best compared isomer or geometry (same formula, charge and spin): 107.1 kcal per mole

CARTESIAN COORDINATES (ANGSTROEM)
C (1.5709, -0.8794, -2.1829)
C (1.3196, -0.5556, -0.5472)
C (0.5873, 0.7757, -0.2581)
C (-0.3647, -0.0374, 0.5314)
C (-1.7209, 0.0938, -0.1191)
C (-0.4104, 0.4766, 2.0425)
H (1.9271, 0.2559, -2.6505)
H (0.3769, -1.3010, -2.5017)
H (2.4279, -1.7895, -2.2129)
H (2.3567, -0.7431, -0.0457)
H (0.3362, 1.6031, -0.8936)
H (1.1500, 1.4067, 0.4506)
H (-1.4526, -0.6975, -0.9344)
H (-1.9884, 1.2014, -0.5829)
H (-2.6833, -0.4574, 0.4159)
H (-0.7170, -0.3636, 2.6205)
H (0.6448, 0.7263, 2.3160)
H (-2.3665, 1.6566, 1.7454)
H (-0.0786, -2.1167, 0.1386)
N (0.3227, -1.2669, 0.3475)
S (-1.2379, 2.0119, 2.3207)

=====

No. 2
# C7H18N2

C7H18N2 as an isolated structure (the ωB97M-V functional and the def2-TZVPD basis, the Open Molecules 2025 dataset).

## Properties
- Highest occupied orbital energy: -6.7 eV
- LUMO level: 0.73 eV
- Energy relative to the best compared isomer or geometry (same formula, charge and spin): 85.2 kcal per mole

CARTESIAN COORDINATES (ANGSTROEM)
C (-1.1066, 0.9098, 0.9364)
C (-0.3052, 2.1637, 0.6589)
C (-2.5953, 1.0994, 0.7158)
H (-0.9180, 0.5624, 1.9562)
H (1.0678, -0.2431, 0.2499)
H (-0.5824, 2.6061, -0.2984)
H (-2.8004, 1.4437, -0.2992)
H (-0.4645, 2.9225, 1.4297)
H (0.7696, 1.9518, 0.6345)
H (-3.1492, 0.1756, 0.8879)
H (-3.0084, 1.8498, 1.3976)
C (-0.6878, -0.2284, -1.3883)
C (-0.8038, -1.6720, 0.5553)
C (2.7879, -1.4629, -1.2850)
N (-0.3385, -0.4115, 0.0092)
C (2.3842, -0.6199, -0.1201)
N (3.2422, 0.0301, 0.5210)
H (2.8804, 0.5347, 1.3360)
H (-0.3208, 0.7359, -1.7310)
H (-0.4710, -1.7625, 1.5881)
H (-1.7708, -0.2738, -1.5525)
H (-0.1935, -0.9998, -1.9822)
H (-1.8973, -1.7611, 0.5349)
H (-0.3578, -2.4901, -0.0138)
H (2.5118, -2.5029, -1.1058)
H (2.2620, -1.1338, -2.1818)
H (3.8654, -1.4240, -1.4532)

=====

No. 3
# C2H9NO2

A 2-piece molecular cluster, C2H9NO2 overall (the ωB97M-V functional and the def2-TZVPD basis, the Open Molecules 2025 dataset).

## Properties
- SMILES: NCCO.O
- Highest occupied orbital energy: -9.7 eV
- LUMO level: 0.91 eV
- Energy relative to the best compared isomer or geometry (same formula, charge and spin): 17.5 kcal per mole

CARTESIAN COORDINATES (ANGSTROEM)
C (0.8131, 0.9046, 0.0151)
O (0.8488, 0.5124, 1.3741)
C (-0.6882, 1.1563, -0.3582)
N (-1.2849, -0.2268, -0.5582)
H (1.1809, 1.9582, 0.0404)
H (1.4619, 0.4221, -0.7039)
H (1.3451, -0.3232, 1.3325)
H (-0.9710, 1.3483, 0.6990)
H (-0.8385, 1.8281, -1.1671)
H (-1.2922, -0.2859, -1.5891)
H (-2.2675, -0.1677, -0.2771)
H (0.3808, -3.1181, 0.5295)
H (0.4502, -1.7160, 0.0001)
O (0.8614, -2.2924, 0.6628)

=====

No. 4
# C36H80N4

A 4-piece molecular cluster, C36H80N4 overall (the ωB97M-V functional and the def2-TZVPD basis, the Open Molecules 2025 dataset).

## Properties
- Highest occupied orbital energy: -19.1 eV
- LUMO level: -8.68 eV
- Charge: +4
- Energy relative to the best compared isomer or geometry (same formula, charge and spin): 0.0 kcal per mole

CARTESIAN COORDINATES (ANGSTROEM)
C (-2.2620, -5.3693, 5.1510)
C (-2.5397, -4.2315, 4.1281)
C (-2.9521, -4.7359, 2.7551)
C (-3.2543, -3.6142, 1.7549)
N (-2.7366, -3.8656, 0.3661)
C (-3.0005, -2.5934, -0.4302)
C (-1.6839, -1.8194, -0.4744)
C (-0.6912, -2.9113, -0.6077)
C (-1.1999, -3.9544, 0.3933)
C (-3.4606, -5.0005, -0.2839)
H (-1.5840, -6.1353, 4.7906)
H (-3.2499, -5.7331, 5.4300)
H (-1.8228, -4.9001, 6.0292)
H (-1.5705, -3.7204, 4.0202)
H (-3.2462, -3.4765, 4.4772)
H (-3.8507, -5.3434, 2.8891)
H (-2.1753, -5.3988, 2.3627)
H (-2.8754, -2.6613, 2.1295)
H (-4.3374, -3.5075, 1.6819)
H (-3.1579, -2.9013, -1.4657)
H (-3.9034, -2.0903, -0.0970)
H (-1.6487, -1.0743, -1.2702)
H (-1.4622, -1.2508, 0.4390)
H (-0.6636, -3.3161, -1.6236)
H (0.3385, -2.5732, -0.4753)
H (-0.8997, -4.9499, 0.0692)
H (-0.8796, -3.8356, 1.4243)
H (-4.4997, -4.7308, -0.4569)
H (-3.4490, -5.8463, 0.4011)
H (-2.9613, -5.2723, -1.2097)
C (0.4537, -0.2669, -3.5912)
C (1.2898, 0.9303, -4.0770)
C (2.6114, 0.4894, -4.7447)
C (3.3159, 1.6875, -5.3756)
N (4.7051, 1.3625, -5.9155)
C (4.7981, 0.1100, -6.8022)
C (6.1322, -0.5276, -6.4236)
C (6.2833, -0.1756, -4.9497)
C (5.7206, 1.1993, -4.7862)
C (5.1289, 2.5883, -6.7301)
H (1.0771, -0.9190, -2.9740)
H (0.0348, -0.8383, -4.4188)
H (-0.4006, 0.0891, -3.0115)
H (1.5260, 1.5870, -3.2318)
H (0.6854, 1.5636, -4.7303)
H (2.3234, -0.3108, -5.4239)
H (3.2216, 0.0475, -3.9500)
H (3.4345, 2.5556, -4.7335)
H (2.7583, 1.9659, -6.2704)
H (4.7504, 0.5088, -7.8118)
H (3.9714, -0.5798, -6.6630)
H (6.8851, -0.0004, -7.0207)
H (6.2519, -1.5724, -6.6933)
H (7.2685, -0.3433, -4.5148)
H (5.6972, -0.9415, -4.4235)
H (6.4735, 1.9803, -4.8569)
H (5.2690, 1.2441, -3.7943)
H (4.4230, 2.6430, -7.5540)
H (6.1158, 2.4138, -7.1502)
H (5.0953, 3.4035, -6.0172)
C (5.6325, -1.3059, 3.8380)
C (4.3240, -1.7840, 3.1540)
C (3.3332, -0.6313, 2.9501)
C (3.9766, 0.3994, 2.0262)
N (3.0025, 1.4854, 1.5157)
C (1.8002, 0.8706, 0.8370)
C (1.4021, 1.8775, -0.2562)
C (2.6174, 2.8091, -0.4720)
C (3.6882, 2.3458, 0.4865)
C (2.5857, 2.3065, 2.7195)
H (6.4449, -1.0529, 3.1603)
H (5.9518, -2.0925, 4.5168)
H (5.4274, -0.4126, 4.4335)
H (3.8182, -2.5170, 3.7823)
H (4.6124, -2.3243, 2.2499)
H (3.1607, -0.1478, 3.9168)
H (2.3416, -0.9504, 2.6241)
H (4.2960, -0.1114, 1.1170)
H (4.7771, 0.9623, 2.4960)
H (1.0316, 0.4927, 1.5039)
H (2.2082, -0.0333, 0.3760)
H (0.4726, 2.4075, -0.0560)
H (1.1782, 1.2710, -1.1358)
H (2.2212, 3.8173, -0.3414)
H (2.9644, 2.8098, -1.5037)
H (4.2863, 3.0752, 1.0237)
H (4.3098, 1.6364, -0.0608)
H (1.6577, 1.9148, 3.1209)
H (2.4387, 3.3314, 2.3812)
H (3.3816, 2.3004, 3.4582)
C (-6.4182, 0.5850, -1.2918)
C (-5.2955, 0.6104, -0.2690)
C (-5.4412, 1.8325, 0.6740)
C (-4.1764, 2.3637, 1.3372)
N (-4.4037, 3.0710, 2.6545)
C (-3.1106, 3.5485, 3.3101)
C (-3.5254, 3.6762, 4.7711)
C (-4.5827, 2.6082, 5.0440)
C (-4.9092, 2.0444, 3.6492)
C (-5.3776, 4.1749, 2.4441)
H (-7.4147, 0.4168, -0.8763)
H (-6.2991, -0.2208, -2.0184)
H (-6.5450, 1.4970, -1.8801)
H (-4.3161, 0.4946, -0.7373)
H (-5.4264, -0.2598, 0.3879)
H (-6.3249, 1.7428, 1.3042)
H (-5.7664, 2.6086, -0.0305)
H (-3.6745, 3.0559, 0.6602)
H (-3.4916, 1.5389, 1.5532)
H (-2.9507, 4.5340, 2.8734)
H (-2.2975, 2.8714, 3.0645)
H (-3.9074, 4.6783, 4.9725)
H (-2.6237, 3.6538, 5.3871)
H (-5.4158, 2.9450, 5.6495)
H (-4.0775, 1.7793, 5.5412)
H (-5.9608, 1.8316, 3.4733)
H (-4.3710, 1.1064, 3.5321)
H (-5.7195, 4.5806, 3.3984)
H (-6.2668, 3.7993, 1.9538)
H (-4.8735, 5.0011, 1.9481)

=====

No. 5
# C8H7Br3O

C8H7Br3O as an isolated structure (the ωB97M-V functional and the def2-TZVPD basis, the Open Molecules 2025 dataset).

## Properties
- Highest occupied orbital energy: -9.6 eV
- LUMO level: -0.49 eV
- Energy relative to the best compared isomer or geometry (same formula, charge and spin): 0.0 kcal per mole

CARTESIAN COORDINATES (ANGSTROEM)
C (-1.8869, 1.2692, -0.8969)
C (-1.4157, 0.0246, -1.2938)
C (-1.2879, 1.8934, 0.2673)
C (-0.2628, -0.4374, -0.6408)
C (-0.1898, 1.3784, 0.8529)
C (0.3993, 0.2206, 0.3450)
C (2.3232, -1.5887, 0.6928)
C (1.7037, -0.2082, 0.9908)
O (3.4591, -1.8433, 1.2789)
Br (0.8815, -2.9316, 1.2012)
Br (1.7598, -0.1638, 3.1181)
Br (3.0824, 1.1266, 0.5807)
H (-2.6490, 1.8614, -1.4769)
H (-2.0491, -0.5162, -1.9962)
H (-1.6503, 2.9225, 0.4923)
H (0.1632, -1.3335, -1.2638)
H (0.2443, 1.8515, 1.8264)
H (2.3739, -1.7414, -0.3968)
H (3.4111, -1.3724, 2.1682)

=====

No. 6
# C3H3O2S

A 2-piece molecular cluster, C3H3O2S overall (the ωB97M-V functional and the def2-TZVPD basis, the Open Molecules 2025 dataset).

## Properties
- Highest occupied orbital energy: -2.9 eV
- LUMO level: 3.74 eV
- Charge: -1
- Energy relative to the best compared isomer or geometry (same formula, charge and spin): 156.2 kcal per mole

CARTESIAN COORDINATES (ANGSTROEM)
C (-0.3943, -1.5028, 1.4100)
C (0.2618, -0.5880, 1.9281)
C (1.0512, 0.9923, -1.2345)
O (-1.7040, 1.7425, -0.9218)
O (0.1944, 1.0193, -2.4582)
S (-0.6976, 0.6359, -1.1543)
H (-0.9228, -1.7859, 0.5268)
H (0.7407, -0.3869, 2.8349)
H (1.4707, -0.1265, -0.9309)

=====

No. 7
# C35H29NOS

C35H29NOS in the gas phase (the ωB97M-V functional and the def2-TZVPD basis, the Open Molecules 2025 dataset).

## Properties
- Highest occupied orbital energy: -6.2 eV
- LUMO level: -0.67 eV

CARTESIAN COORDINATES (ANGSTROEM)
C (0.0342, 2.6628, 3.1697)
S (-0.0531, 2.0380, 1.4952)
C (1.5190, 1.1256, 1.6590)
C (-1.1629, 0.6482, 1.3461)
C (-2.5655, 0.9276, 1.8671)
C (-3.3377, -0.0622, 2.5343)
C (-4.7071, 0.1656, 2.7098)
C (-5.2209, 1.4524, 2.4413)
C (-6.5006, 1.8416, 2.9618)
N (-7.5114, 2.2464, 3.3766)
C (-4.4393, 2.4002, 1.7741)
C (-3.1047, 2.1338, 1.4935)
H (-0.7874, 3.3567, 3.3659)
H (-0.0313, 1.7956, 3.8292)
H (1.0092, 3.1624, 3.2934)
H (1.9679, 0.8806, 0.6809)
H (2.2079, 1.7756, 2.2091)
H (1.3321, 0.2140, 2.2552)
H (-0.7103, -0.1876, 1.9445)
H (-2.8893, -1.0335, 2.8195)
H (-5.3621, -0.6452, 3.0689)
H (-4.7904, 3.3864, 1.4871)
H (-2.4917, 2.8494, 0.9286)
C (4.1176, 3.4522, -4.8062)
C (2.9216, 3.8450, -4.2083)
C (2.2030, 3.0133, -3.3464)
C (2.6875, 1.7083, -3.0353)
C (1.9967, 0.7041, -2.1882)
C (0.7283, 0.9712, -1.6854)
C (0.0240, -0.0133, -0.9271)
C (-1.2930, 0.1788, -0.2479)
C (-2.3321, -0.9422, -0.4730)
C (-2.2253, -2.0286, 0.4076)
C (-3.1584, -3.0612, 0.3830)
C (-4.1524, -3.0527, -0.5964)
C (-4.2356, -1.9613, -1.4895)
C (-3.3721, -0.8491, -1.4210)
C (0.6153, -1.2546, -0.7025)
C (1.9705, -1.4167, -0.8327)
C (2.6332, -2.3655, 0.0299)
C (2.0098, -2.8642, 1.1955)
C (2.6273, -3.8074, 2.0172)
C (3.9105, -4.2878, 1.7203)
C (4.5770, -3.7361, 0.6108)
C (3.9289, -2.8225, -0.2195)
C (2.6298, -0.6278, -1.8475)
O (3.7017, -0.9869, -2.3852)
C (3.8881, 1.3542, -3.6572)
C (4.6130, 2.2013, -4.4711)
H (4.6559, 4.1059, -5.4915)
H (2.5086, 4.8082, -4.4829)
H (1.2673, 3.3737, -2.9241)
H (0.2479, 1.9426, -1.8365)
H (-1.7695, 1.1414, -0.4316)
H (-1.3704, -2.0524, 1.0806)
H (-3.0914, -3.8339, 1.1389)
H (-4.8380, -3.9049, -0.6513)
H (-5.0193, -1.8929, -2.2205)
H (-3.4635, 0.0471, -2.0565)
H (0.0925, -2.1281, -0.3067)
H (1.0192, -2.5363, 1.4999)
H (2.1117, -4.2195, 2.8952)
H (4.4119, -5.0204, 2.3682)
H (5.5883, -4.0673, 0.3736)
H (4.4230, -2.4494, -1.1036)
H (4.2679, 0.3577, -3.4942)
H (5.5382, 1.8433, -4.8918)

=====

No. 8
# C50H66CsIO2Sb2Se

C50H66CsIO2Sb2Se as an isolated structure (the ωB97M-V functional and the def2-TZVPD basis, the Open Molecules 2025 dataset).

## Properties
- Highest occupied orbital energy: -1.9 eV
- LUMO level: 3.68 eV
- Charge: -2
- Energy relative to the best compared isomer or geometry (same formula, charge and spin): 0.0 kcal per mole

CARTESIAN COORDINATES (ANGSTROEM)
Cs (1.7407, 0.4889, -0.1762)
C (-3.2531, 6.0925, -1.1515)
C (-3.3795, 4.5748, -1.2863)
C (-3.8664, 4.0135, 0.0584)
C (-4.4408, 4.2796, -2.3571)
C (-2.0571, 3.9130, -1.6672)
C (-2.0042, 2.5274, -1.8302)
C (-0.8241, 1.8960, -2.1385)
Se (-0.7666, -0.0093, -2.4436)
C (-2.1980, -0.5219, -1.2777)
C (-3.4749, -0.6659, -1.8067)
C (-4.5534, -1.0402, -1.0200)
C (-4.2878, -1.2600, 0.3377)
C (-3.0393, -1.1317, 0.9156)
C (-1.9048, -0.7683, 0.0976)
O (-0.7185, -0.6794, 0.5732)
C (-2.8387, -1.3289, 2.4197)
C (-4.1334, -1.7117, 3.1401)
C (-2.3357, -0.0166, 3.0422)
C (-1.8159, -2.4440, 2.6775)
C (-5.9786, -1.1819, -1.5490)
C (-6.0623, -0.9091, -3.0510)
C (-6.4970, -2.6050, -1.2949)
C (-6.9017, -0.1817, -0.8358)
C (0.4259, 2.5829, -2.3108)
O (1.4901, 1.9052, -2.5381)
C (0.3571, 4.0045, -2.1585)
C (-0.8672, 4.6030, -1.8526)
C (1.5624, 4.9470, -2.3261)
C (1.3068, 5.8778, -3.5243)
C (1.7381, 5.8066, -1.0623)
C (2.9023, 4.2465, -2.5740)
H (-4.2219, 6.5190, -0.8760)
H (-2.5319, 6.3639, -0.3778)
H (-2.9355, 6.5517, -2.0903)
H (-4.8268, 4.4587, 0.3410)
H (-3.9919, 2.9307, 0.0123)
H (-3.1387, 4.2276, 0.8440)
H (-5.4005, 4.7341, -2.0882)
H (-4.1252, 4.6769, -3.3244)
H (-4.5938, 3.2057, -2.4709)
H (-2.8955, 1.9232, -1.6975)
H (-3.5989, -0.4641, -2.8637)
H (-5.1208, -1.5362, 0.9744)
H (-4.9005, -0.9406, 3.0323)
H (-4.5394, -2.6574, 2.7716)
H (-3.9243, -1.8302, 4.2066)
H (-3.0847, 0.7706, 2.9191)
H (-2.1497, -0.1521, 4.1129)
H (-1.4146, 0.3017, 2.5595)
H (-2.1823, -3.3941, 2.2771)
H (-0.8735, -2.1950, 2.1927)
H (-1.6457, -2.5677, 3.7523)
H (-5.4354, -1.6014, -3.6160)
H (-7.0952, -1.0293, -3.3902)
H (-5.7442, 0.1075, -3.2894)
H (-5.8684, -3.3347, -1.8091)
H (-6.4836, -2.8460, -0.2309)
H (-7.5253, -2.7135, -1.6561)
H (-6.5626, 0.8406, -1.0150)
H (-7.9312, -0.2760, -1.1976)
H (-6.9038, -0.3465, 0.2428)
H (-0.8794, 5.6814, -1.7476)
H (0.3947, 6.4630, -3.3927)
H (2.1442, 6.5716, -3.6553)
H (1.1994, 5.2903, -4.4385)
H (0.8586, 6.4166, -0.8507)
H (1.9207, 5.1690, -0.1949)
H (2.5957, 6.4772, -1.1788)
H (2.8736, 3.6204, -3.4621)
H (3.6751, 5.0153, -2.6930)
H (3.1834, 3.6011, -1.7436)
C (4.6827, -2.2755, 3.8641)
Sb (3.1943, -2.0857, 2.3220)
C (1.8953, -0.7571, 3.4136)
C (2.0226, -3.8003, 3.1599)
C (2.3507, -5.0846, 2.4949)
C (3.4118, -5.8532, 2.9834)
C (3.8067, -7.0372, 2.3835)
C (3.1281, -7.4908, 1.2611)
C (2.0720, -6.7432, 0.7645)
C (1.6684, -5.5411, 1.3479)
C (0.5212, -4.7956, 0.7451)
Sb (1.0359, -3.3214, -0.7958)
C (-0.8672, -3.5950, -1.7537)
C (1.9996, -4.8141, -2.0336)
H (5.2312, -3.2093, 3.7336)
H (4.1996, -2.2714, 4.8428)
H (5.3685, -1.4357, 3.7788)
H (1.5654, -1.2505, 4.3297)
H (1.0147, -0.5335, 2.8081)
H (2.4051, 0.1708, 3.6595)
H (0.9754, -3.5187, 3.0541)
H (2.2680, -3.8324, 4.2235)
H (3.9359, -5.4979, 3.8648)
H (4.6359, -7.6028, 2.7923)
H (3.4143, -8.4173, 0.7779)
H (1.5323, -7.0974, -0.1070)
H (-0.0690, -4.2661, 1.4899)
H (-0.1426, -5.4892, 0.2246)
H (-1.0296, -4.6587, -1.9391)
H (-0.8915, -3.0513, -2.6983)
H (-1.6573, -3.2014, -1.1163)
H (1.3456, -5.6770, -2.1707)
H (2.9292, -5.1390, -1.5663)
H (2.2269, -4.3801, -3.0079)
I (4.7878, 1.8013, 3.7720)
C (5.9364, 2.1346, 2.0473)
C (6.6610, 3.2929, 2.0176)
C (7.4816, 3.5739, 0.9058)
C (7.5583, 2.6758, -0.1159)
C (6.8139, 1.4697, -0.0896)
C (6.9275, 0.5460, -1.1549)
C (6.1937, -0.6028, -1.1256)
C (5.3091, -0.8548, -0.0521)
C (5.1310, -0.0257, 1.0409)
C (5.9404, 1.1622, 1.0032)
H (6.6066, 3.9911, 2.8419)
H (8.0438, 4.4999, 0.8760)
H (8.1903, 2.8729, -0.9762)
H (7.5913, 0.7759, -1.9819)
H (6.2741, -1.3189, -1.9386)
H (4.7282, -1.7771, -0.1188)